(1)
# C11H7ClF5NO2

An isolated molecule of C11H7ClF5NO2 (wB97M-V/def2-TZVPD, the OMol25 dataset).

```
27
Properties=species:S:1:pos:R:3
C 1.8397 -3.4229 2.2113
O -1.8308 1.3017 1.3424
C -2.0150 1.5411 -1.7440
C 2.5882 -2.2889 2.3944
F -2.9736 3.2192 -0.3271
F -1.6564 1.4726 -3.0506
C 1.0650 0.0794 -0.0182
C 0.6936 -2.3581 0.6247
N 0.8831 -3.4764 1.2969
F -1.8686 3.8828 -2.0951
H -0.0740 2.1541 -1.0701
H -0.7724 -0.7484 -0.8056
F -3.7798 2.9511 -2.2997
C -0.7587 1.3105 -0.9266
F -2.9168 0.5774 -1.5097
H 2.9841 -0.2462 1.8652
C 2.3942 -1.1359 1.6957
C -0.0192 -0.0267 -1.1257
H -0.0972 -2.3858 -0.1217
H 1.9230 0.6235 -0.4103
H 2.0211 -4.3030 2.8161
C -2.6449 2.9442 -1.5754
H 3.3624 -2.3060 3.1555
C 1.3715 -1.1755 0.7593
C -0.8805 1.2057 0.6187
O 0.3995 0.9169 0.9832
Cl 0.7625 -0.3064 -2.6839
```

- LUMO level (Eh) = 0.014
- highest occupied orbital energy (eV) = -10.248
- net charge = 0
- total energy (a.u.) = -1588.143072
- frontier orbital gap (eV) = 10.632


(2)
# C4H5NO

A 2-piece molecular cluster, C4H5NO overall (wB97M-V/def2-TZVPD, the OMol25 dataset).

```
11
Properties=species:S:1:pos:R:3
H -0.9261 1.6711 -0.5403
N 2.4914 -0.1733 -0.1617
C -1.5091 -0.4091 0.2317
H -0.2695 0.2851 -1.5390
H -2.3609 -0.0772 0.8182
O 0.5959 0.0374 1.5925
H 2.1281 0.2163 0.7156
H -1.5981 -1.3990 -0.2114
C 2.2974 -0.8564 -1.0998
C -0.6574 0.6173 -0.5786
C -0.1968 0.0261 0.6818
```

- LUMO level (Eh) = 0.016
- ΔE to the lowest compared entry with this formula, charge and spin (kcal/mol) = 73.4
- highest occupied orbital energy (eV) = -10.089
- net charge = 0
- total energy (a.u.) = -285.297570
- frontier orbital gap (eV) = 10.530


(3)
# C2H5Cl2NO2S

A 2-piece molecular cluster, C2H5Cl2NO2S overall (wB97M-V/def2-TZVPD, the OMol25 dataset).

```
13
Properties=species:S:1:pos:R:3
H 0.5158 1.2911 -1.3563
O -1.0793 0.9025 0.2626
H 0.8113 -0.0787 2.0043
H -0.2589 2.0061 1.4221
Cl 0.7141 2.4013 1.9538
H -0.0655 -1.5180 1.9363
S -0.7987 -0.5077 0.1855
N 0.3905 -0.8833 1.3725
O -1.8494 -1.4631 0.3746
C 0.0326 -0.6769 -1.3850
H 1.0863 0.3758 -2.8164
Cl -0.0921 -2.2661 -2.0452
C 0.5933 0.4170 -1.9087
```

- LUMO level (Eh) = 0.006
- ΔE to the lowest compared entry with this formula, charge and spin (kcal/mol) = 14.5
- highest occupied orbital energy (eV) = -10.565
- net charge = 0
- total energy (a.u.) = -1602.954418
- frontier orbital gap (eV) = 10.740


(4)
# C51H39CrN5O4S4Sb

C51H39CrN5O4S4Sb as an isolated structure (wB97M-V/def2-TZVPD, the OMol25 dataset).

```
105
Properties=species:S:1:pos:R:3
H 2.0530 -4.9339 1.5151
C -1.9563 -3.5741 3.2435
C -3.4124 9.5493 0.6705
C -0.1068 -2.2568 4.0276
C 1.7767 2.1759 5.9858
C -3.7601 2.9586 -0.1085
O -3.0761 8.9103 -0.5377
N -1.6103 -1.4441 0.1304
C -1.8379 -2.9102 5.5540
C 1.7214 2.3119 0.8254
H -2.5259 9.8580 1.2342
C 0.2088 -2.8118 -0.7190
C -9.7714 -1.2725 2.9317
C -3.2361 -3.0730 0.1168
C -1.3416 3.5278 -0.3172
C 2.3379 0.9864 5.5436
H 3.0061 -0.1620 3.8779
C 2.9922 -0.4929 0.2375
H -9.2253 -1.5763 3.8304
Cr -0.5407 0.2235 -0.0263
C -2.3853 2.6168 -0.1154
N 0.4882 2.0330 0.3030
C -1.9555 -2.0542 7.7560
O -2.4644 -2.9285 6.7749
H -2.9546 7.3414 -2.5214
H -5.7631 -2.1170 -1.0608
H -3.9839 10.4360 0.4007
C 2.2783 1.3997 1.8116
H -1.0226 -2.4295 8.1907
C -7.9257 -1.5204 1.4706
H 0.0938 2.7262 8.7211
C -2.0857 -3.7472 0.0912
C -0.7786 -2.8453 2.9243
H -2.0848 7.6336 1.6542
C 2.3652 -2.7806 1.0786
C -5.2806 -0.9584 0.6790
H -2.4641 -4.1293 2.4747
C -0.9733 -2.7713 0.2561
H 2.5916 0.2267 6.2758
C 2.2070 1.7251 3.2126
H -4.0274 8.9028 1.3041
C -1.7300 4.9650 -0.4186
H -5.5305 1.6750 0.1405
H -0.0812 -1.7721 6.0926
C 0.0064 3.2426 -0.1746
C 2.5694 0.7755 4.1982
C 2.0825 3.6584 0.5485
H -2.1729 4.9819 -2.5136
S 1.0840 -4.4476 -0.6392
C 1.7420 2.9670 3.7087
H -9.7795 -0.1789 2.8740
C -3.8764 -0.6311 0.3330
C -3.5112 0.7484 0.2399
O 1.5093 2.3215 7.3484
H 3.0936 -2.6378 1.8788
H -2.7113 -1.9912 8.5372
C -2.6033 7.6237 -0.4401
H 1.5022 3.7547 3.0097
H 3.0338 4.1036 0.7929
C -2.9460 -1.6403 0.1927
H 0.0816 3.8444 7.3408
C 2.4632 -1.8579 -0.1509
C 1.5269 3.1794 5.0594
C -0.6279 -2.2738 5.3048
H -0.0771 -2.6765 -1.7619
C -2.6034 6.8745 -1.6093
N -2.2508 1.2587 0.1169
N 1.2033 -0.7063 1.9341
C -0.2556 -2.6923 1.6173
H -10.7953 -1.6355 2.9991
S -0.5301 0.4044 -2.2992
H -0.5514 2.1966 7.1447
H -4.2285 -3.4940 0.0814
S 2.2412 1.2571 -4.6740
H -8.0743 -2.6386 -0.3323
H -3.3841 -4.1339 4.7393
C -7.1121 -0.7314 2.2729
C 0.2168 2.8007 7.6397
C -1.6973 5.7409 0.7348
N 0.9854 -1.7118 -0.1970
C -7.4219 -2.0290 0.2817
S 3.2153 0.6230 -1.1992
H 4.0050 -0.5971 0.6333
C 2.1228 -4.1834 0.7335
C -2.1681 5.5595 -1.5976
H -5.1717 0.1287 2.5146
H -4.1508 3.9517 -0.2640
C -2.1287 7.0608 0.7369
H 0.9295 5.2543 -0.4398
C 0.9931 -1.9557 1.3004
H -7.4684 -0.3230 3.2094
C -2.4706 -3.5944 4.5190
H -1.7747 -1.0542 7.3533
Sb 1.7246 -0.2738 -3.0680
H -1.9163 -4.8104 0.0050
H 1.1453 4.1376 5.3953
H 0.8126 -1.7214 3.8460
O -9.2280 -1.8475 1.7694
C 1.0213 4.2382 -0.0884
H -1.3302 5.2977 1.6529
C -4.4609 1.8038 0.1150
H 2.9250 -2.2617 -1.0505
C -6.1241 -1.7449 -0.1098
C -5.8090 -0.4686 1.8754
C 2.1204 0.0471 1.3786
```

- LUMO level (alpha / beta) (Eh) = 0.131 / 0.130
- multiplicity = 6
- ΔE to the lowest compared entry with this formula, charge and spin (kcal/mol) = 107.3
- highest occupied orbital energy (alpha / beta) (eV) = -0.861 / -0.946
- net charge = -2
- total energy (a.u.) = -5419.038144
- frontier orbital gap (alpha / beta) (eV) = 4.413 / 4.497